(1)
This record from the OMol25 dataset describes the molecule C13H14N4O4. The level of theory is wB97M-V/def2-TZVPD.

Output
- energy (a.u.) = -1023.685321
- orbital gap (eV) = 8.14
- ΔE to the lowest compared entry with this formula, charge and spin (kcal per mole) = 0.0
- molecular weight (g mol⁻¹) = 290.279
- E_HOMO (eV) = -8.64
- SMILES = O=C1NCCC[C@@H]1C(=O)N/N=C/c1ccccc1[N+](=O)[O-]

```
35
C13H14N4O4 (wB97M-V/def2-TZVPD)
O 2.120 -1.520 1.131
C 1.671 -2.575 0.713
N 2.354 -3.726 0.826
C 1.882 -4.954 0.237
C 1.483 -4.695 -1.219
C 0.549 -3.479 -1.325
C 0.329 -2.782 0.036
C -0.582 -1.571 -0.205
O -1.661 -1.711 -0.729
N -0.081 -0.370 0.198
N -0.787 0.748 0.028
C -0.305 1.859 0.431
C -1.067 3.073 0.219
C -2.255 3.001 -0.520
C -2.999 4.127 -0.800
C -2.571 5.377 -0.369
C -1.401 5.480 0.354
C -0.659 4.343 0.662
N 0.523 4.553 1.455
O 0.902 3.661 2.185
O 1.070 5.633 1.356
H 3.273 -3.681 1.241
H 1.019 -5.332 0.798
H 2.674 -5.702 0.291
H 2.391 -4.513 -1.796
H 1.006 -5.587 -1.622
H -0.429 -3.767 -1.710
H 0.967 -2.747 -2.018
H -0.251 -3.463 0.673
H 0.843 -0.352 0.659
H 0.665 1.913 0.928
H -2.564 2.027 -0.862
H -3.917 4.037 -1.361
H -3.147 6.261 -0.593
H -1.045 6.436 0.707
```

Löwdin population analysis, charges in e, atoms 1 to 4: 0.05, -0.44, 0.08, -0.18

(2)
This record from the OMol25 dataset describes a structure of composition C13H14N5OSTi. The level of theory is wB97M-V/def2-TZVPD.

Output
- energy (a.u.) = -2100.312552
- orbital gap (spin up / spin down) (eV) = 6.52 / 7.77
- molecular weight (g mol⁻¹) = 336.223
- ⟨S²⟩ = 2.03
- E_HOMO (spin up / spin down) (eV) = -9.65 / -11.33
- 2S+1 = 3
- net charge = +1

```
35
C13H14N5OSTi (wB97M-V/def2-TZVPD)
Ti 0.409 0.280 -0.652
N 3.449 -1.614 1.447
C 2.580 -0.636 1.071
S 2.828 0.050 -0.547
N 1.626 -0.294 1.884
N 0.781 0.600 1.262
C 0.615 1.762 1.830
C 0.058 2.780 0.982
C -0.180 4.089 1.406
C -0.624 5.019 0.492
C -0.821 4.631 -0.832
C -0.562 3.324 -1.184
N -0.128 2.405 -0.309
H 4.353 -1.613 1.006
H 3.435 -1.862 2.426
H 1.004 1.964 2.820
H -0.007 4.349 2.440
H -0.812 6.040 0.795
H -1.157 5.334 -1.580
H -0.690 2.989 -2.207
O -1.754 0.040 -0.975
C -2.432 -1.210 -0.802
C -1.405 -2.308 -0.843
C -1.785 -3.636 -0.759
C -0.803 -4.612 -0.782
C 0.525 -4.228 -0.898
C 0.820 -2.883 -0.980
N -0.126 -1.933 -0.942
H -2.343 0.775 -0.766
H -3.163 -1.343 -1.601
H -2.948 -1.223 0.160
H -2.831 -3.898 -0.671
H -1.071 -5.657 -0.710
H 1.322 -4.957 -0.922
H 1.839 -2.526 -1.057
```

Löwdin population analysis, charges in e, atoms 1 to 4: 0.82, 0.08, -0.85, 0.60

(3)
This record from the OMol25 dataset describes the ion C13H14NO with charge +1. The level of theory is wB97M-V/def2-TZVPD.

Output
- energy (a.u.) = -633.336772
- orbital gap (eV) = 8.49
- ΔE to the lowest compared entry with this formula, charge and spin (kcal per mole) = 79.0
- molecular weight (g mol⁻¹) = 200.261
- E_HOMO (eV) = -12.91
- net charge = +1

```
29
C13H14NO (wB97M-V/def2-TZVPD)
C -3.627 0.016 -0.473
C -2.960 -1.051 -1.023
C -0.600 -2.090 -1.384
C -3.056 1.176 0.033
C 0.715 -2.087 -1.069
C -1.553 -1.053 -0.928
C -1.180 0.121 -0.410
C -1.671 1.281 0.046
C 1.457 -1.029 -0.379
C 0.485 2.426 0.350
C 1.369 1.217 0.634
C 2.890 -1.395 -0.333
C 1.268 0.888 2.187
N 1.048 0.134 -0.121
O -0.889 2.245 0.617
H -4.726 0.142 -0.463
H -3.346 -1.994 -1.468
H -1.099 -2.980 -1.897
H -3.465 2.051 0.516
H 1.200 -2.926 -1.494
H 0.995 3.319 0.921
H 0.480 2.720 -0.820
H 2.488 1.364 0.276
H 3.141 -2.473 -0.098
H 3.373 -1.281 -1.306
H 3.452 -1.026 0.442
H 1.206 1.812 2.879
H 2.094 0.259 2.519
H 0.513 0.212 2.246
```

Löwdin population analysis, charges in e, atoms 1 to 4: -0.05, 0.00, 0.04, 0.04

(4)
This record from the OMol25 dataset describes the molecule C13H14O2. The level of theory is wB97M-V/def2-TZVPD.

Output
- energy (a.u.) = -654.067910
- orbital gap (spin up / spin down) (eV) = 6.33 / 6.37
- ΔE to the lowest compared entry with this formula, charge and spin (kcal per mole) = 117.4
- molecular weight (g mol⁻¹) = 202.253
- E_HOMO (spin up / spin down) (eV) = -6.84 / -6.84
- SMILES = CC1=c2ccccc2=CC=C([C@@H](C)O)O1

```
29
C13H14O2 (wB97M-V/def2-TZVPD)
C -0.039 -2.629 0.348
C 0.335 -1.226 0.034
C 1.480 -0.495 0.086
C 2.716 -1.126 0.451
C 3.896 -0.425 0.473
C 3.939 0.870 -0.127
C 2.749 1.492 -0.411
C 1.462 0.962 -0.186
C 0.443 1.860 -0.160
C -0.923 1.906 0.258
C -1.691 0.792 0.146
C -3.115 0.512 0.300
C -3.795 0.255 -1.178
O -3.226 -0.676 1.069
O -0.893 -0.417 -0.275
H 0.619 -3.413 -0.068
H -1.029 -2.685 0.090
H -0.048 -2.653 1.472
H 2.726 -2.090 0.980
H 4.790 -0.973 0.692
H 4.954 1.316 -0.104
H 2.834 2.407 -0.915
H 0.923 2.856 -0.362
H -1.385 2.849 0.643
H -3.556 1.355 0.643
H -2.975 0.329 -1.886
H -4.422 1.055 -1.476
H -4.125 -0.760 -1.227
H -2.645 -1.244 0.690
```

Löwdin population analysis, charges in e, atoms 1 to 4: 0.00, -0.14, -0.12, -0.04

(5)
This record from the OMol25 dataset describes the molecule C13H14O2S. The level of theory is wB97M-V/def2-TZVPD.

Output
- energy (a.u.) = -1052.356886
- orbital gap (eV) = 9.57
- ΔE to the lowest compared entry with this formula, charge and spin (kcal per mole) = 39.7
- molecular weight (g mol⁻¹) = 234.320
- E_HOMO (eV) = -8.90
- SMILES = O=C1O[C@H]2CCC[C@@H]2[C@@H]1Sc1ccccc1

```
30
C13H14O2S (wB97M-V/def2-TZVPD)
O 2.886 1.017 -2.285
C 2.484 0.227 -1.437
O 3.152 -0.760 -0.859
C 2.103 -1.423 -0.184
C 2.568 -2.355 0.994
C 1.395 -2.231 1.959
C 0.400 -1.299 1.370
C 1.239 -0.309 0.505
C 1.035 0.471 -0.886
S -0.192 -0.263 -1.811
C -1.538 0.757 -1.212
C -2.295 0.431 -0.064
C -3.233 1.404 0.438
C -3.413 2.626 -0.210
C -2.637 2.884 -1.354
C -1.677 1.998 -1.840
H 1.368 -2.023 -0.853
H 2.666 -3.437 0.824
H 3.578 -2.011 1.401
H 0.653 -3.093 2.058
H 1.665 -1.791 2.953
H -0.254 -0.890 2.190
H -0.361 -1.890 0.800
H 1.959 0.297 1.094
H 0.782 1.536 -0.845
H -2.191 -0.482 0.526
H -3.857 1.363 1.200
H -4.190 3.296 0.217
H -2.898 3.807 -1.897
H -1.196 2.142 -2.791
```

Löwdin population analysis, charges in e, atoms 1 to 4: 0.11, -0.48, 0.10, -0.32

(6)
This record from the OMol25 dataset describes the molecule C13H14O5. The level of theory is wB97M-V/def2-TZVPD.

Output
- energy (a.u.) = -879.901017
- orbital gap (eV) = 10.06
- ΔE to the lowest compared entry with this formula, charge and spin (kcal per mole) = 72.5
- molecular weight (g mol⁻¹) = 250.250
- E_HOMO (eV) = -9.49
- SMILES = O=C1C[C@H]2O[C@H]([C@@H](O)c3ccccc3)[C@H](O)[C@H]2O1

```
32
C13H14O5 (wB97M-V/def2-TZVPD)
O -2.296 -2.486 2.405
C -2.736 -1.540 1.730
C -2.276 -0.184 2.030
C -2.583 0.598 0.713
O -1.354 0.848 0.084
C -0.750 -0.409 -0.415
C 0.560 -0.287 -1.255
O 0.330 0.723 -2.252
C 1.834 0.046 -0.480
C 1.867 0.533 0.822
C 3.014 1.052 1.379
C 4.267 1.119 0.642
C 4.280 0.590 -0.660
C 3.086 -0.011 -1.176
C -2.077 -0.977 -1.137
O -2.209 -0.463 -2.431
C -3.209 -0.484 -0.191
O -3.623 -1.580 0.647
H -1.186 -0.015 2.330
H -2.881 0.212 2.842
H -2.990 1.588 0.960
H -0.357 -1.065 0.359
H 0.796 -1.275 -1.640
H 0.625 1.531 -1.938
H 0.895 0.489 1.406
H 2.903 1.606 2.266
H 5.126 1.612 0.955
H 5.277 0.613 -1.214
H 3.152 -0.519 -2.110
H -2.123 -2.025 -1.203
H -1.395 0.099 -2.718
H -3.967 0.061 -0.753
```

Löwdin population analysis, charges in e, atoms 1 to 4: 0.09, -0.42, -0.03, -0.23